--- w ---
Formula: C60H165N15O15
Source: the Open Molecules 2025 dataset
Level of theory: ωB97M-V/def2-TZVPD

```
! RIJCOSX wB97M-V def2-TZVPD def2/J DEFGRID3
* xyz 0 1
C -8.60276 -1.46449 4.42092
C -8.88382 -0.35453 5.41776
C -9.53725 -0.83703 6.85341
O -10.59935 -1.72255 6.74912
C -11.21707 -2.09807 8.00341
N -7.57792 0.30518 5.60040
H -9.52522 -1.91550 4.05516
H -8.18766 -2.34431 4.91255
H -8.04997 -1.25385 3.50542
H -9.53180 0.38605 4.94899
H -9.79586 0.13461 7.27425
H -8.75052 -1.43400 7.31472
H -10.70171 -2.95015 8.44667
H -12.24876 -2.44294 7.93428
H -11.16402 -1.32357 8.76854
H -7.42572 1.08607 6.22260
H -6.86672 -0.37456 5.82894
C -0.04635 -1.65887 10.80486
C -0.24764 -0.20307 11.38088
C -1.29047 -0.16726 12.58317
O -2.60719 0.04602 12.12607
C -3.69056 -0.41834 12.89242
N 1.05926 0.20775 11.82176
H 0.05075 -2.34129 11.64924
H 0.80261 -1.68050 10.12156
H -0.99217 -1.91066 10.32516
H -0.57675 0.48167 10.59927
H -1.15124 0.59354 13.35123
H -1.25247 -1.10902 13.13065
H -3.91237 0.30733 13.67491
H -3.50909 -1.38221 13.36796
H -4.59358 -0.43943 12.28233
H 1.20335 -0.09013 12.77602
H 1.00765 1.21575 11.85881
C 4.88428 -5.99093 -0.84088
C 6.24544 -5.72739 -1.44171
C 6.83191 -4.32098 -1.51350
O 5.86007 -3.41287 -1.91312
C 6.52223 -2.18371 -2.00849
N 7.12309 -6.56749 -0.64821
H 4.70032 -7.04380 -0.62705
H 4.12752 -5.52386 -1.47117
H 4.97168 -5.54105 0.14809
H 6.22572 -6.12350 -2.45700
H 7.76304 -4.26082 -2.07695
H 7.15470 -4.19490 -0.48006
H 6.86800 -1.97938 -0.99518
H 5.83097 -1.41469 -2.35325
H 7.36149 -2.25120 -2.70074
H 6.70905 -7.48412 -0.74016
H 6.90991 -6.47141 0.33436
C 3.51740 0.00979 -9.17763
C 2.99059 -1.40846 -9.38006
C 2.89549 -1.78230 -10.88041
O 2.57317 -0.80011 -11.77661
C 1.13383 -0.68361 -11.93577
N 3.91298 -2.24829 -8.60704
H 2.77422 0.79158 -9.33436
H 4.33134 0.37280 -9.80520
H 3.74949 0.07745 -8.11478
H 2.00680 -1.56613 -8.93801
H 2.25161 -2.64675 -11.04239
H 3.93011 -2.04251 -11.10387
H 0.79276 -1.56536 -12.47825
H 0.93747 0.20007 -12.54295
H 0.64401 -0.47895 -10.98378
H 3.87074 -1.99340 -7.63065
H 4.82919 -1.89262 -8.83976
C 0.53983 -0.24338 2.34200
C 0.54558 0.55904 1.00238
C 0.22220 -0.30091 -0.24595
O -0.29773 0.44137 -1.35753
C -0.98657 -0.50189 -2.28735
N -0.56589 1.51321 1.15937
H 1.42356 -0.88020 2.30215
H -0.36173 -0.82593 2.53150
H 0.78194 0.23919 3.28890
H 1.54491 0.99236 0.96128
H -0.52152 -1.04293 0.04451
H 1.06494 -0.95095 -0.48123
H -1.72011 -1.13284 -1.78544
H -0.22736 -1.19399 -2.65167
H -1.42319 0.00036 -3.15059
H -1.12638 1.53055 0.31934
H -1.20798 1.08907 1.81352
C -4.08197 6.67860 8.28566
C -4.01885 6.07577 9.67808
C -4.45168 7.17510 10.80778
O -4.98225 6.68848 12.00250
C -5.26872 7.71200 12.92946
N -5.01288 4.94838 9.64432
H -3.43755 7.55428 8.36321
H -5.08710 7.05662 8.09886
H -3.64202 6.06474 7.49970
H -3.09039 5.66029 10.06979
H -5.18722 7.92690 10.52168
H -3.52048 7.64158 11.12925
H -6.12568 8.31261 12.62446
H -4.40208 8.36894 13.00324
H -5.45562 7.20330 13.87518
H -4.68541 4.15543 10.17732
H -5.75911 5.34553 10.19704
C -2.28297 -8.38239 -14.38509
C -3.61445 -8.25411 -13.62796
C -3.64162 -8.20426 -12.01124
O -2.93732 -7.01862 -11.63676
C -2.73074 -6.87103 -10.25891
N -4.23047 -7.03317 -14.11297
H -1.87845 -9.35353 -14.09989
H -1.62001 -7.55000 -14.14909
H -2.55731 -8.37378 -15.43997
H -4.35033 -9.01112 -13.89910
H -3.14689 -9.06761 -11.56630
H -4.68781 -8.24208 -11.70767
H -2.17372 -7.70695 -9.83573
H -3.68035 -6.91555 -9.72567
H -2.12150 -6.04060 -9.90209
H -3.91849 -6.32965 -13.45888
H -3.74818 -6.77382 -14.96163
C -7.75836 5.62962 -0.02071
C -7.64424 7.14708 -0.19799
C -6.29345 7.61871 0.32170
O -5.97297 8.92006 -0.06074
C -4.89422 9.45056 0.76306
N -7.84630 7.51392 -1.57235
H -7.75699 5.45426 1.05510
H -6.94266 5.13705 -0.54997
H -8.76430 5.28590 -0.26162
H -8.45732 7.63951 0.33541
H -5.47678 7.01620 -0.07595
H -6.07983 7.55684 1.38878
H -5.29182 9.64227 1.75968
H -4.49786 10.39010 0.37803
H -4.06353 8.74777 0.82763
H -7.45977 8.44699 -1.58118
H -7.19742 6.89646 -2.03902
C 10.35564 -10.50360 6.17958
C 9.50702 -9.51257 5.42126
C 8.12648 -9.24271 5.97689
O 7.44884 -8.36872 5.09514
C 6.32054 -7.82352 5.70991
N 10.28383 -8.30202 5.42886
H 10.70866 -10.02344 7.09223
H 11.28111 -10.79388 5.68222
H 9.79277 -11.37749 6.50762
H 9.55373 -9.87415 4.39404
H 8.33412 -8.76216 6.93296
H 7.49120 -10.12733 6.02151
H 5.90329 -6.89830 5.31246
H 6.75105 -7.46133 6.64350
H 5.39297 -8.38003 5.84416
H 10.63804 -8.37003 4.48545
H 9.68856 -7.50042 5.58124
C -3.39570 -7.60050 2.33050
C -4.00834 -7.69136 3.69944
C -5.40226 -8.37865 3.95209
O -6.46411 -7.74585 3.29354
C -7.78767 -8.17269 3.61030
N -3.01779 -8.11918 4.70201
H -2.71820 -6.78293 2.08417
H -4.17110 -7.76866 1.58311
H -2.77697 -8.47552 2.13147
H -4.26747 -6.65317 3.90709
H -5.73920 -8.37036 4.98867
H -5.44610 -9.41484 3.61668
H -7.94583 -9.23268 3.41153
H -8.50761 -7.49025 3.15857
H -7.98494 -8.05787 4.67613
H -3.35774 -8.20635 5.64908
H -2.77993 -9.07125 4.46308
C -3.78348 5.46826 -9.59179
C -3.39132 6.81946 -8.85672
C -3.28253 7.92077 -9.89145
O -3.02047 9.13637 -9.19671
C -3.29210 10.23040 -10.02165
N -4.44521 7.12366 -7.79964
H -2.94404 5.15515 -10.21259
H -4.59113 5.56096 -10.31786
H -4.03364 4.70213 -8.85792
H -2.44778 6.69064 -8.32638
H -4.18569 7.89035 -10.50093
H -2.42080 7.65988 -10.50584
H -2.58382 10.33085 -10.84406
H -3.31862 11.18359 -9.49362
H -4.26322 10.25780 -10.51591
H -5.19672 7.44599 -8.39245
H -4.13048 7.93090 -7.28061
C 4.82168 6.65900 4.27124
C 6.05515 6.34450 3.51026
C 6.89772 7.49844 2.98728
O 7.34433 8.52601 3.82707
C 8.07483 9.57256 3.30816
N 6.85120 5.42927 4.26644
H 5.00585 6.56277 5.34125
H 3.96190 6.04330 4.00704
H 4.64086 7.70531 4.02502
H 5.70874 5.85853 2.59817
H 6.52579 7.88824 2.03974
H 7.83908 6.97768 2.81190
H 8.31431 10.33051 4.05399
H 7.41533 10.05782 2.58865
H 8.95916 9.31049 2.72730
H 7.46860 6.03347 4.78976
H 6.35095 4.85090 4.92623
C 6.98026 7.11073 -4.87643
C 5.79317 6.84376 -5.81955
C 4.44178 6.44798 -5.15571
O 4.16867 7.27924 -4.02889
C 3.02369 6.77024 -3.30375
N 5.47929 7.98309 -6.65121
H 7.89002 7.46169 -5.36353
H 7.28093 6.24180 -4.29106
H 6.56339 7.79377 -4.13631
H 6.10320 6.00707 -6.44560
H 4.40168 5.39000 -4.89654
H 3.63544 6.63245 -5.86557
H 3.15889 5.72460 -3.02726
H 2.03230 6.71526 -3.75343
H 2.89890 7.27747 -2.34706
H 5.06697 8.65960 -6.02477
H 6.33771 8.32968 -7.05506
C -8.88481 -0.81438 -8.38954
C -7.79923 -1.80027 -7.89757
C -8.25013 -2.25089 -6.49723
O -7.51395 -3.27498 -5.99295
C -7.98056 -3.63847 -4.66742
N -7.70118 -2.80219 -8.95045
H -8.73662 -0.39386 -9.38418
H -9.07355 0.05802 -7.76394
H -9.80410 -1.37427 -8.56140
H -6.86864 -1.23685 -7.82914
H -9.28322 -2.59621 -6.45761
H -8.23050 -1.36092 -5.86821
H -7.52122 -4.56742 -4.32958
H -9.05915 -3.75175 -4.55824
H -7.81445 -2.79273 -4.00017
H -7.08530 -3.52627 -8.60910
H -8.60434 -3.20543 -9.15493
C 14.68347 -2.01255 2.35378
C 13.20465 -1.94538 2.42775
C 12.60038 -1.89291 3.90664
O 11.13970 -2.07608 3.90390
C 10.40668 -2.24619 5.10370
N 12.72545 -0.84576 1.56204
H 15.13126 -1.91631 1.36468
H 15.02951 -2.93392 2.82221
H 15.08053 -1.17357 2.92522
H 12.74294 -2.73106 1.82974
H 12.86184 -0.90899 4.29602
H 13.05261 -2.67924 4.51102
H 10.67330 -1.49353 5.84568
H 10.71103 -3.20529 5.52275
H 9.34378 -2.19807 4.86701
H 12.42526 -1.01573 0.61279
H 11.85565 -0.59156 2.00808
*
```

Summary:
E_HOMO, eV: -8.8407
M, g/mol: 1337.07
Lowest unoccupied orbital energy, eV: 0.41
Frontier orbital gap, eV: 9.253

---

--- x ---
Formula: C60H165N15O15
Source: the Open Molecules 2025 dataset
Level of theory: ωB97M-V/def2-TZVPD

```
! RIJCOSX wB97M-V def2-TZVPD def2/J DEFGRID3
* xyz 0 1
C 15.69486 2.89581 30.33294
C 14.44375 3.66497 30.68520
C 14.73875 4.78398 31.69479
O 14.98726 4.17395 32.90866
C 15.47610 5.07416 33.87420
N 13.77317 4.14185 29.45549
H 16.38252 3.41639 29.69126
H 15.43346 2.00050 29.78272
H 16.20281 2.61448 31.25517
H 13.66402 3.04449 31.11650
H 13.87102 5.44459 31.81720
H 15.63779 5.34256 31.33773
H 15.60723 4.45876 34.78927
H 14.85025 5.98446 34.07383
H 16.47929 5.41835 33.67854
H 13.30189 3.49728 28.87419
H 14.49417 4.48623 28.88175
C 23.70702 6.00106 24.91150
C 22.33415 5.85414 25.65409
C 21.26532 4.86902 24.97841
O 20.99109 5.29822 23.68113
C 20.08233 4.42883 23.03292
N 22.63262 5.53059 27.05685
H 24.16960 4.98903 24.91935
H 24.40581 6.71855 25.35649
H 23.59338 6.15290 23.82431
H 21.82019 6.79921 25.60775
H 20.36848 4.89611 25.64770
H 21.72271 3.85180 25.00957
H 19.10408 4.40459 23.51913
H 20.45532 3.39365 23.11314
H 19.98163 4.70223 21.94379
H 23.08300 4.60063 27.04625
H 21.80723 5.45767 27.67549
C 7.50230 2.94487 23.21806
C 8.26189 2.75486 24.51051
C 7.51415 1.72716 25.42038
O 8.30155 1.48289 26.50026
C 7.91103 0.47166 27.38836
N 9.56140 2.19791 24.23736
H 7.93062 3.78186 22.65469
H 6.51882 3.32209 23.47174
H 7.57864 2.02391 22.59268
H 8.30061 3.75363 24.93918
H 7.33008 0.79822 24.81875
H 6.50347 2.06003 25.68939
H 8.53472 0.58578 28.28682
H 8.07452 -0.49684 26.96316
H 6.86698 0.67152 27.62875
H 10.17564 1.99106 25.02561
H 10.08656 2.56266 23.46909
C 19.00574 8.34764 24.28285
C 18.76662 8.24764 22.78134
C 17.80980 9.26058 22.12846
O 16.56391 9.22458 22.78173
C 15.70410 10.28706 22.33081
N 20.02289 8.34437 22.02515
H 19.53586 9.29086 24.48082
H 19.61853 7.42097 24.56241
H 18.07945 8.29653 24.82785
H 18.28556 7.27784 22.51222
H 17.69536 8.91444 21.04346
H 18.23708 10.25668 22.20257
H 14.68633 10.10689 22.64340
H 15.79391 10.32225 21.26254
H 16.02094 11.28409 22.72500
H 20.64483 7.53060 22.12907
H 20.54720 9.10302 22.50740
C 15.73999 13.71853 25.20032
C 15.19053 13.17011 26.52527
C 15.40803 11.67229 26.65860
O 16.78908 11.42581 26.60576
C 17.05360 10.06103 26.38665
N 15.76486 13.94371 27.58254
H 16.80678 13.61062 25.32583
H 15.47710 14.81181 25.04025
H 15.46661 13.11680 24.33344
H 14.13429 13.43524 26.53020
H 14.93372 11.21381 25.81239
H 14.87848 11.32358 27.56018
H 18.13595 9.92829 26.44487
H 16.63133 9.72171 25.44716
H 16.70274 9.44853 27.26386
H 16.76115 13.65186 27.60256
H 15.40486 13.72981 28.55623
C 17.77089 1.43275 27.94144
C 18.24036 1.16949 26.49527
C 18.74084 2.46246 25.79915
O 17.70031 3.36432 25.49905
C 16.80253 2.82313 24.47858
N 19.25933 0.14181 26.56627
H 18.64893 1.47449 28.59949
H 17.17326 0.60177 28.31053
H 17.14321 2.30730 27.88772
H 17.37980 0.77102 25.95669
H 19.29902 2.24906 24.86362
H 19.40003 3.03109 26.45794
H 17.45585 2.39644 23.70065
H 16.21972 3.67779 24.22691
H 16.13434 2.09255 24.94698
H 20.06110 0.41115 27.15406
H 19.61209 -0.18439 25.68272
C 11.93979 -0.56584 22.47089
C 13.13860 0.03225 21.83901
C 13.35015 -0.33640 20.38223
O 13.72072 -1.69018 20.32561
C 13.91707 -2.26669 19.06470
N 13.06245 1.49912 21.90832
H 11.04515 -0.22204 21.93526
H 11.81235 -0.14796 23.46103
H 11.95103 -1.64587 22.49394
H 14.03953 -0.36358 22.37228
H 13.97023 0.34380 19.83510
H 12.38516 -0.29886 19.84901
H 14.40763 -3.22952 19.17573
H 14.63594 -1.70266 18.44579
H 12.94269 -2.29931 18.45021
H 13.89721 2.03220 21.70404
H 12.65982 1.79049 22.79412
C 8.55291 7.41451 27.23400
C 7.82853 6.10887 26.91472
C 7.50695 5.45249 28.32254
O 8.62122 4.99111 29.01784
C 9.17814 3.68083 28.69954
N 6.60250 6.36955 26.23028
H 8.87763 7.88595 26.34488
H 9.43285 7.19251 27.79264
H 7.95437 8.13712 27.76461
H 8.41864 5.42296 26.33869
H 6.71431 4.72462 28.16306
H 7.06796 6.31496 28.81407
H 9.27630 3.45144 27.62034
H 8.52570 2.89770 29.14601
H 10.12053 3.59072 29.21222
H 5.94636 5.62336 26.16519
H 6.12431 7.27876 26.46303
C 12.38259 12.88475 23.51603
C 11.00312 12.22633 23.78749
C 11.13537 11.44029 25.08736
O 12.25922 10.61841 24.94129
C 11.94942 9.28692 24.78231
N 9.82720 13.15735 23.86230
H 12.29028 13.64603 22.66666
H 13.18490 12.14569 23.31119
H 12.60585 13.39101 24.45528
H 10.74189 11.51049 22.93668
H 10.28031 10.76912 25.30145
H 11.32332 12.16857 25.89384
H 11.20827 9.08829 23.96953
H 11.56941 8.83138 25.69406
H 12.88856 8.78339 24.49880
H 9.89454 13.72676 24.68806
H 9.79243 13.72178 23.03593
C 10.64134 6.49604 22.96119
C 9.19381 6.65548 22.50346
C 8.77383 8.13306 22.43523
O 8.61077 8.48951 23.76976
C 8.12519 9.80063 24.00135
N 9.11503 6.07563 21.15421
H 10.92822 5.45382 22.96305
H 10.76031 6.82350 24.00414
H 11.32641 7.07059 22.32150
H 8.44424 6.22844 23.19157
H 7.81121 8.15543 21.89060
H 9.52584 8.75072 21.97027
H 8.71090 10.57998 23.46440
H 8.07224 10.09815 25.01705
H 7.08918 9.83721 23.63310
H 9.52647 5.16489 21.10595
H 8.17518 6.04128 20.81880
C 17.10436 4.90739 20.69623
C 15.84682 5.31571 21.49041
C 15.30834 6.61112 21.01034
O 14.86502 6.45778 19.64798
C 14.21025 7.58190 19.14302
N 14.86631 4.24509 21.49832
H 16.80619 4.79736 19.67342
H 17.61937 4.01510 21.01720
H 17.82905 5.74116 20.75534
H 16.09056 5.41251 22.54136
H 16.10851 7.34073 21.09297
H 14.53455 6.85875 21.75354
H 14.80884 8.45888 18.96699
H 13.40703 7.93980 19.83242
H 13.59575 7.20832 18.32903
H 14.26796 4.35087 22.28080
H 14.35708 4.16527 20.63704
C 13.61763 0.08754 25.96782
C 12.41700 0.11489 26.86465
C 12.89718 0.11381 28.31312
O 14.00441 -0.68788 28.59516
C 14.35140 -0.88241 29.95387
N 11.52245 1.24351 26.63019
H 14.19807 0.94834 26.28904
H 13.29800 0.04700 24.96029
H 14.14216 -0.84386 26.24831
H 11.86025 -0.80467 26.68525
H 12.06681 -0.11772 29.04489
H 13.23860 1.18680 28.50136
H 13.53089 -0.67665 30.64464
H 15.04578 -0.15029 30.31937
H 14.72162 -1.89808 30.09850
H 11.80708 2.15256 27.08092
H 10.53852 1.15893 26.86284
C 12.35276 7.82060 30.98454
C 11.86193 7.87579 29.48924
C 12.84442 8.54235 28.52865
O 13.53268 9.59268 29.16754
C 12.72543 10.76782 29.30576
N 11.61403 6.52747 28.93256
H 12.58101 8.72832 31.52145
H 13.31620 7.30594 30.96845
H 11.60793 7.25763 31.62989
H 10.94736 8.45140 29.37939
H 12.28771 8.79645 27.60078
H 13.66367 7.86881 28.21602
H 12.55779 11.23233 28.33193
H 13.27892 11.36102 30.02258
H 11.80954 10.46428 29.83868
H 12.30326 5.85937 29.38823
H 10.69575 6.19693 29.25099
C 18.34646 6.42012 27.60918
C 17.13521 6.01516 28.43540
C 16.28230 7.18519 28.85230
O 17.03836 7.99979 29.65263
C 16.32823 9.07225 30.29531
N 16.27780 5.03330 27.74549
H 18.79778 5.51965 27.18136
H 19.06905 7.06171 28.18477
H 18.04655 7.01251 26.69123
H 17.50760 5.60189 29.41331
H 15.42413 6.87270 29.43577
H 15.90975 7.76804 28.00400
H 17.03847 9.45266 31.02306
H 15.50818 8.69488 30.91727
H 15.98385 9.80330 29.57283
H 15.72043 5.47925 27.03370
H 16.85148 4.37889 27.18713
C 13.00773 3.85414 24.59114
C 13.02090 4.65926 25.90630
C 13.63543 6.00352 25.64690
O 14.96021 5.89763 25.20095
C 15.51884 7.08283 24.65199
N 11.60648 4.74644 26.44856
H 12.46443 4.41390 23.83993
H 12.49139 2.94816 24.81248
H 14.03233 3.60523 24.32244
H 13.62847 4.07535 26.63463
H 13.65646 6.63378 26.55603
H 12.98767 6.57855 24.95240
H 15.55868 7.88172 25.42631
H 14.93955 7.47653 23.81606
H 16.50843 6.96915 24.27053
H 10.97903 4.75667 25.68857
H 11.46512 5.54633 27.05189
*
```

Summary:
E_HOMO, eV: -8.5887
M, g/mol: 1337.07
Lowest unoccupied orbital energy, eV: 0.56
Frontier orbital gap, eV: 9.152

---

On energetic grounds, x is preferred over the next structure by 9.119 eV.